Record 1
C6H13N2 | ωB97M-V/def2-TZVPD

- 2S+1: 1
- Total charge: +1
- DFT total energy: -345.5850 a.u.
- ΔE to the lowest compared entry with this formula, charge and spin: 3.021 eV
- SMILES: C/[NH+]=C1\N(C)C1(C)C

```
21
Properties=species:S:1:pos:R:3:forces:R:3:mulliken_charge:R:1
H -0.667271 1.191066 -1.871991 -0.47 0.31 -0.78 0.351
H -1.591038 -0.331428 -1.784796 -0.62 1.16 -0.35 0.312
C 0.535412 0.568161 0.154288 0.69 -2.59 -0.83 0.281
H -2.275987 1.540345 1.318470 -0.46 1.87 -0.36 0.460
H 0.290562 -2.580502 -0.489920 -0.55 0.22 1.93 0.328
H -2.831376 -0.038907 0.947382 1.44 0.56 0.71 0.390
C -1.518416 0.718495 -1.396188 0.14 -1.09 1.38 -1.124
C -1.892116 0.576378 1.205855 -1.55 -1.57 -2.29 -1.608
H -1.502781 0.374436 2.152105 0.84 -1.03 1.39 0.429
H -2.464808 1.330834 -1.379503 1.14 -0.85 -0.25 0.360
C -0.157490 -2.024166 0.422731 4.20 -1.22 -1.47 -0.873
H 1.666561 1.966876 -0.339129 0.83 2.46 -0.55 0.273
H 3.418575 0.256515 0.698733 1.62 0.01 2.28 0.357
C -0.956449 0.415028 0.019316 -0.66 2.12 0.25 0.847
N 1.755861 1.058309 -0.026995 -4.73 -1.00 1.32 -0.197
C 2.880185 0.248511 -0.170658 0.58 -1.36 -1.71 -0.874
H 0.349065 -2.298510 1.394821 -0.64 0.32 -1.19 0.315
H -1.163909 -2.217203 0.396879 -2.44 -0.50 0.38 0.434
N 0.019003 -0.646539 0.049967 0.22 1.76 0.95 -0.081
H 2.627909 -0.814884 -0.363487 -0.02 0.79 -0.32 0.281
H 3.478505 0.707179 -0.937879 0.43 -0.36 -0.49 0.340
```
Positions in Å, forces in eV/Å.



Record 2
C34H41BrIMgN6O4S | ωB97M-V/def2-TZVPD

- 2S+1: 1
- Total charge: -1
- DFT total energy: -5419.8141 a.u.
- ΔE to the lowest compared entry with this formula, charge and spin: 2.542 eV

```
89
Properties=species:S:1:pos:R:3:forces:R:3:mulliken_charge:R:1
H 0.915588 -1.197666 3.109519 0.02 -0.01 0.06 0.022
H -1.621622 -4.848919 2.082628 -0.04 0.03 0.02 0.530
H 0.090857 -0.144183 -3.697977 0.40 0.16 0.14 -0.474
H 3.051227 3.489714 0.105437 0.02 0.01 -0.07 0.519
C -0.395597 2.289014 1.781037 0.94 0.12 0.90 1.029
H -5.185022 -0.656286 0.598107 -0.02 0.01 -0.03 0.507
H 0.721784 3.413663 3.209913 -0.06 0.03 0.01 0.399
H -1.573335 4.075443 -1.775269 -0.02 -0.01 -0.02 0.222
C 2.284005 -4.014081 -3.013545 0.19 -0.08 0.14 -0.467
C -1.610501 2.206278 0.936716 -0.96 0.03 -0.66 1.335
C 3.252921 -0.245285 -4.739743 0.09 -0.04 0.03 -0.451
H -3.489069 3.133115 0.467787 0.02 0.03 0.04 0.534
C 2.100735 0.535685 3.343377 -0.24 -0.11 -0.11 1.355
H 1.350110 3.416625 0.495163 0.03 0.02 -0.12 -0.067
O 3.187223 -2.129970 1.565965 -0.15 0.16 0.00 -0.837
C 2.287422 -1.949533 0.738645 0.19 -0.38 -0.13 -0.699
C -1.900979 -2.122453 2.108992 -0.24 0.42 0.45 0.618
N -1.582783 -0.876426 2.099121 -0.04 -0.44 0.41 0.781
N -1.752917 1.242914 0.100875 0.33 0.53 0.34 0.545
C -1.303205 -2.946915 1.078841 -0.06 -0.57 -0.48 0.206
C -0.215807 3.494033 2.666722 -0.13 -0.01 -0.04 -2.024
H 3.663633 -0.176109 4.598345 -0.03 -0.01 -0.01 0.371
C 3.946917 2.399012 2.448286 0.07 0.03 0.01 -1.015
C -3.798983 2.411232 -2.769421 -0.14 0.01 0.06 -0.631
Br 4.758386 -5.390674 -2.499421 0.00 0.00 -0.01 -0.314
O -0.128294 -3.126401 -0.744634 -0.94 -0.46 0.29 -0.443
N 0.466597 1.352013 1.713540 -0.55 0.45 -0.12 0.705
H -3.249025 -3.642634 2.760621 0.01 -0.03 0.04 0.567
C 2.661703 2.419487 1.916809 -0.25 -0.03 -0.12 1.910
H 4.082250 -3.653104 -0.144170 0.00 0.02 0.01 0.540
H -1.274319 3.116378 -3.227776 -0.02 -0.03 0.00 0.531
H 0.461243 -3.035197 -3.478618 -0.03 0.11 -0.09 0.571
H -1.582131 -4.916803 0.299773 -0.02 -0.02 0.02 0.301
H -1.035642 3.564094 3.382794 -0.05 -0.01 -0.02 0.592
H -3.800869 0.091489 1.418600 -0.09 -0.07 -0.01 0.201
H -3.708306 3.099068 -3.601279 0.07 -0.04 -0.02 0.425
C 1.254955 -3.162778 -2.753801 -0.31 0.25 0.22 -1.725
O -2.136200 -0.047418 3.067434 -0.04 0.11 0.00 -0.566
N -0.775049 -2.318900 0.076887 -0.17 -0.47 0.02 0.653
H -2.315289 -2.917062 4.070973 0.01 -0.01 0.01 0.350
C 4.322131 1.470893 3.396824 -0.01 0.01 0.01 -0.972
C 2.340977 3.512460 0.928668 0.03 -0.10 0.00 -1.834
H 1.443123 0.178651 -5.906808 -0.01 -0.01 0.03 0.358
C 2.273348 -2.643700 -0.571420 -0.44 0.29 -0.10 0.206
C 3.292601 -3.532548 -0.875002 -0.02 -0.05 -0.10 -0.477
H 4.662126 3.133535 2.095530 -0.01 0.01 -0.01 0.465
O 1.253926 -1.192851 0.974814 1.36 -0.46 0.37 0.407
C -4.147972 -0.343167 0.480057 0.05 0.03 -0.04 -1.104
C -5.063460 0.809085 -1.538987 -0.05 0.06 0.01 -0.984
C 1.962139 0.522208 -2.963856 -0.01 0.02 -0.48 -0.229
I -2.230559 -0.687186 -3.850041 -0.03 -0.24 -0.11 -0.767
H -2.169755 4.272654 0.750397 0.01 0.01 0.02 0.323
C 1.761596 -0.433145 -5.058324 -0.05 -0.02 -0.16 -0.595
H 3.786698 0.277547 -5.534525 -0.03 -0.06 -0.02 0.294
H -0.204809 4.415284 2.082638 -0.02 0.00 0.01 0.365
C -4.967262 1.697162 -2.593363 -0.01 0.07 0.00 -0.930
H -5.971404 0.236237 -1.392848 0.02 -0.03 0.00 0.376
H 0.178887 0.031784 4.155107 -0.05 0.01 0.04 0.131
S 1.680869 1.099372 -1.421416 -0.24 0.22 0.55 -0.148
N 1.108490 0.010393 -3.839483 -0.05 -0.11 0.17 0.679
C -1.164246 -4.437141 1.185883 0.06 0.13 0.07 -1.703
C 3.307310 -4.214684 -2.070080 0.07 -0.08 -0.05 -0.150
C -2.832170 1.360556 -0.833832 -0.71 0.12 -0.60 -1.826
H -3.664992 -2.031113 3.324885 0.00 0.00 0.00 0.530
C -4.012896 0.633498 -0.652217 0.21 -0.13 0.16 1.271
H 0.763339 -1.436915 -1.539929 -0.27 -0.13 -0.03 -1.090
H 3.743853 -1.204308 -4.552820 -0.04 0.02 0.04 0.266
H -2.378394 -0.588063 3.830746 0.00 -0.03 0.02 0.364
H 5.331380 1.462617 3.788078 0.01 -0.01 -0.02 0.381
H -0.098378 -4.675580 1.190024 -0.02 -0.04 -0.01 0.284
H 1.515757 -1.473939 -5.264212 -0.04 0.01 -0.01 0.332
H 3.996542 0.634540 -2.918450 -0.04 -0.05 0.14 0.283
C 1.116259 -0.455815 3.883654 -0.07 -0.07 -0.05 -1.300
H -3.544388 -1.229252 0.270219 -0.03 -0.01 -0.01 0.172
C -2.832732 -2.710672 3.130223 -0.01 0.03 -0.14 -2.376
C -2.721403 2.255097 -1.909254 0.20 -0.02 0.27 1.675
C -2.607970 3.326092 1.071982 0.03 -0.01 0.03 -2.029
H -0.606047 2.598423 -1.690537 0.18 -0.06 -0.04 -0.232
H 1.520338 -0.959019 4.761446 0.02 0.03 0.01 0.548
H 2.330206 -4.533075 -3.964755 -0.03 0.02 0.00 0.430
C 3.388304 0.556090 3.850227 0.04 0.08 0.00 -0.881
H 2.416434 4.487640 1.419638 -0.05 -0.01 -0.03 0.433
H -5.792718 1.817195 -3.283108 0.02 -0.01 -0.01 0.341
C -1.472711 3.052876 -2.158173 -0.03 0.07 0.10 -1.405
Mg -0.249255 -0.275835 0.555232 -0.10 0.40 -1.14 0.954
C 1.738269 1.447024 2.336294 0.79 0.15 0.40 -1.090
C 1.100114 -2.475094 -1.459759 1.52 0.33 -0.36 2.363
N 3.203858 0.571002 -3.531581 -0.02 -0.05 -0.11 -0.192
H -2.907965 3.432721 2.114960 0.06 0.02 0.04 0.476
```
Positions in Å, forces in eV/Å.



Record 3
C31H23F2FeN7S3 | ωB97M-V/def2-TZVPD

- 2S+1: 2
- Total charge: +1
- DFT total energy: -4236.2272 a.u.
- ΔE to the lowest compared entry with this formula, charge and spin: 0.522 eV

```
67
Properties=species:S:1:pos:R:3:forces:R:3:mulliken_charge:R:1
H 2.414868 2.332853 -4.072461 0.00 -0.01 -0.01 0.536
S -0.679233 -2.485901 -2.287511 -0.04 0.10 0.07 -0.173
C -0.674894 1.293454 -3.108432 0.08 -0.01 0.03 -0.598
H -3.190391 -6.686545 -2.049661 0.00 0.00 0.00 0.405
H -2.530757 -2.849208 3.186483 0.03 -0.02 -0.01 0.539
H -3.946519 1.204661 3.196354 -0.01 0.00 0.00 0.509
H 3.973732 -1.798869 -2.943576 -0.02 -0.01 0.02 0.244
C 1.563752 2.531367 -2.118940 -0.02 -0.05 0.02 0.853
C -4.562398 2.170090 -0.377089 0.04 -0.06 -0.03 -1.186
N -1.230151 -1.113346 -1.407471 0.09 0.09 0.14 0.639
C 0.506910 2.301000 -1.226898 0.16 -0.25 -0.02 -0.875
C -2.302893 2.941426 -0.613712 -0.12 -0.04 -0.02 -0.366
C -1.546884 -1.441318 1.902964 0.24 -0.02 -0.02 0.748
H -5.380747 -5.541084 -2.183475 0.01 -0.01 0.00 0.398
C 1.181137 1.385072 2.215159 -0.05 0.03 0.03 -0.073
H -4.245069 -0.992226 -2.521591 0.01 0.02 0.00 0.362
N -1.881693 1.686098 -1.052877 0.14 -0.02 0.09 1.382
C 1.622523 2.544486 2.826467 -0.02 0.00 0.00 -1.096
N 0.440489 -1.756719 0.738081 0.32 -0.53 0.02 1.375
C -2.436340 -0.676355 -1.624450 0.02 0.16 0.02 0.675
N -3.376525 -1.431765 -2.269479 0.13 -0.05 -0.16 -0.117
H -1.102217 -5.356062 -2.004053 0.01 0.00 0.01 0.447
C 2.300433 -1.961180 -0.461243 0.17 -0.31 -0.07 0.375
H -5.487086 -3.072773 -2.254062 -0.01 -0.01 0.00 0.371
F 2.672268 3.103728 -1.640169 0.00 0.00 0.00 -0.313
C 1.230852 3.698328 0.767218 -0.08 0.00 0.06 -0.725
H -1.561431 0.853181 -3.541781 -0.03 0.04 -0.01 0.609
C -4.159617 0.941740 -0.845980 -0.09 0.01 0.05 -0.796
N 0.787546 1.365202 0.943689 0.13 -0.09 -0.16 0.737
S 3.675078 -2.966889 -0.847854 -0.04 0.11 0.07 -0.017
H -4.879593 0.135225 -0.889570 0.01 -0.01 0.00 0.504
C -4.530213 -3.579537 -2.212831 0.04 -0.01 0.03 -0.710
H 5.436701 -2.588338 -2.323928 0.01 0.01 0.00 0.372
H -3.840671 4.193272 0.051751 -0.02 0.00 0.00 0.471
H 1.947984 2.519737 3.856228 0.00 0.00 0.00 0.455
C -0.433822 -2.297018 1.507719 -0.17 0.21 0.06 -0.538
Fe 0.000284 -0.131681 -0.145828 -0.01 0.09 0.60 -0.909
H -2.224623 1.725439 1.500685 -0.01 0.01 0.00 0.602
S 1.991982 -0.489444 -1.276552 -0.25 0.00 -0.10 -0.401
C -2.508824 -1.831728 2.822591 -0.05 0.14 0.01 -1.061
H 1.250265 4.591525 0.158804 0.01 0.00 -0.01 0.534
C -2.123858 -3.482920 -2.157671 -0.04 -0.09 -0.03 0.657
H -0.298857 -3.298032 1.897531 0.03 -0.02 -0.01 0.504
H 4.911167 -1.042189 -1.628917 -0.01 -0.01 0.02 0.272
C 4.572210 -1.983360 -2.054708 0.04 0.01 -0.06 -0.759
C -3.583930 3.196258 -0.275691 0.09 0.06 0.00 -0.692
H -1.533547 3.697058 -0.602099 -0.01 0.01 0.02 0.515
F 0.381204 1.136355 -5.178338 0.00 -0.01 -0.01 -0.333
C -2.328554 0.720209 1.884006 -0.09 -0.08 0.02 -0.271
H -5.589930 2.347576 -0.099618 0.00 0.00 0.01 0.459
C 0.811784 2.495964 0.223094 -0.08 0.02 -0.02 0.736
C -2.065031 -4.865378 -2.067224 0.01 0.01 0.02 -0.667
C -3.237786 -5.607279 -2.091076 -0.02 -0.01 0.00 -0.640
H 1.981734 4.642812 2.539882 0.00 0.00 0.01 0.461
C -3.355477 -2.844922 -2.217737 -0.04 0.02 0.02 0.115
C -0.634748 1.675421 -1.765672 -0.30 0.60 -0.43 -0.551
C 1.639949 3.719756 2.091854 0.00 0.00 -0.03 -0.740
C -3.295516 0.422734 2.832399 0.01 0.06 -0.01 -1.104
H 1.141506 0.439391 2.740535 0.02 -0.01 0.00 0.504
C 0.423282 1.515135 -3.903551 0.02 0.01 0.04 0.264
C -2.844607 0.662445 -1.208346 0.03 -0.11 -0.02 0.792
C -3.407694 -0.881581 3.283286 0.04 -0.08 -0.01 -0.516
C -4.465294 -4.965836 -2.168277 -0.01 0.03 0.00 -0.655
C 1.556823 2.159397 -3.439625 -0.02 0.00 -0.02 -0.911
H -4.165526 -1.154842 4.005051 -0.01 0.02 0.01 0.454
N 1.549610 -2.507776 0.460618 -0.26 0.21 0.01 -1.819
N -1.494826 -0.190434 1.393366 0.01 -0.17 -0.27 0.739
```
Positions in Å, forces in eV/Å.